# 1
Computed, not measured: C53H38AsI4IrN4 as an isolated structure, with ωB97M-V/def2-TZVPD.

Its HOMO-LUMO gap (spin up / spin down) is 0.17033 / 0.16113 Ha. As for the spin multiplicity: 6. The total charge is +1. As for the HOMO energy (spin up / spin down): -8.10 / -10.60 eV. Its expectation value of S² is 8.77. The energy above the lowest of the compared OMol25 structures with the same formula, charge and spin comes out at 0.0 kJ/mol.

CARTESIAN COORDINATES (ANGSTROEM)
Ir -0.016 0.364 -0.024
I -6.316 4.795 -5.621
C -5.012 3.444 -4.654
C -3.778 3.896 -4.211
C -2.947 3.043 -3.521
C -3.325 1.718 -3.271
C -4.552 1.275 -3.763
C -5.397 2.129 -4.448
C -2.426 0.941 -2.413
C -1.072 0.873 -2.812
C -0.645 1.106 -4.144
C 0.726 0.995 -4.158
C 1.124 0.700 -2.830
C 2.463 0.647 -2.408
C 3.452 1.296 -3.303
C 3.565 2.681 -3.165
C 4.427 3.406 -3.961
C 5.189 2.742 -4.909
I 6.489 3.852 -6.160
C 5.093 1.368 -5.062
C 4.228 0.648 -4.255
C 2.874 0.342 -1.100
N 2.034 0.212 -0.024
C 2.836 0.210 1.092
C 2.398 0.438 2.407
C 3.407 0.914 3.372
C 4.351 0.092 3.975
C 5.288 0.620 4.845
C 5.293 1.981 5.102
I 6.739 2.797 6.415
C 4.366 2.818 4.502
C 3.420 2.281 3.654
C 1.058 0.482 2.825
C 0.637 0.591 4.181
C -0.730 0.547 4.181
C -1.139 0.420 2.824
N -0.035 0.365 2.013
C -2.468 0.403 2.386
C -2.882 0.331 1.045
C -4.246 0.363 0.639
C -4.253 0.517 -0.719
C -2.893 0.557 -1.140
N -2.070 0.381 -0.057
C -3.519 0.749 3.366
C -3.970 2.068 3.375
C -4.941 2.474 4.267
C -5.479 1.549 5.147
I -6.963 2.166 6.525
C -5.060 0.229 5.136
C -4.071 -0.165 4.253
C 4.206 0.211 0.698
C 4.232 0.297 -0.664
N 0.011 0.571 -2.026
H -3.477 4.916 -4.389
H -2.014 3.416 -3.128
H -4.843 0.244 -3.637
H -6.351 1.770 -4.804
H -1.300 1.301 -4.970
H 1.391 1.085 -4.996
H 2.957 3.190 -2.433
H 4.500 4.477 -3.847
H 5.685 0.863 -5.809
H 4.148 -0.421 -4.381
H 4.347 -0.968 3.777
H 6.006 -0.025 5.326
H 4.375 3.880 4.698
H 2.693 2.924 3.178
H 1.291 0.675 5.024
H -1.397 0.596 5.018
H -5.091 0.296 1.295
H -5.113 0.626 -1.346
H -3.544 2.774 2.678
H -5.272 3.500 4.282
H -5.498 -0.483 5.816
H -3.741 -1.193 4.242
H 5.045 0.173 1.362
H 5.090 0.358 -1.303
C 0.124 5.239 0.317
C -1.078 4.562 0.232
C -1.109 3.182 0.118
C 0.066 2.440 0.091
C 1.273 3.130 0.148
C 1.299 4.512 0.259
H 0.140 6.313 0.426
H -2.009 5.105 0.253
H -2.079 2.717 0.050
H 2.223 2.618 0.106
H 2.251 5.020 0.294
C 0.498 -3.652 -0.718
As -0.322 -2.333 0.483
C -2.141 -3.060 0.585
C 0.338 -2.983 2.214
H 0.308 -4.674 -0.389
H 1.574 -3.489 -0.760
H 0.101 -3.528 -1.724
H -2.087 -4.092 0.933
H -2.618 -3.034 -0.394
H -2.745 -2.481 1.281
H 0.100 -4.043 2.301
H -0.141 -2.446 3.032
H 1.415 -2.848 2.299

Cartesian forces, eV/Å:
-0.1 0.3 -0.4
0.3 -0.3 0.2
-0.3 0.3 -0.3
-0.2 0.2 -0.1
-0.2 -0.2 0.0
-0.2 0.3 -0.2
0.2 -0.1 0.0
-0.1 0.1 0.0
0.2 -0.1 -0.1
-0.3 -0.1 -0.7
-0.2 -0.1 0.4
0.2 -0.1 0.6
0.2 0.0 -0.6
0.1 -0.1 0.2
0.2 0.1 -0.1
0.0 -0.2 0.0
0.1 0.1 -0.1
0.3 0.3 -0.4
-0.3 -0.3 0.3
0.1 0.1 -0.1
-0.2 0.0 0.2
-0.8 0.0 0.1
0.2 0.0 -0.4
-0.1 0.1 0.4
-0.5 0.0 -0.2
0.3 0.1 0.4
-0.2 0.0 -0.1
0.1 0.1 0.2
0.4 0.2 0.3
-0.4 -0.2 -0.3
0.1 0.1 0.2
0.0 -0.2 -0.1
0.9 -0.2 -0.3
-0.9 0.1 0.2
0.9 0.1 0.3
-0.8 0.0 -0.6
-0.2 -0.1 -0.4
0.6 0.0 0.2
-0.1 -0.1 0.0
0.0 0.0 -0.5
-0.2 -0.1 0.5
0.4 -0.1 0.5
-0.3 0.0 -0.3
-0.2 0.0 0.2
0.1 -0.2 0.0
-0.1 0.1 0.1
-0.4 0.1 0.4
0.4 -0.2 -0.4
-0.1 0.1 0.2
0.1 0.0 -0.2
0.2 0.1 -0.8
0.3 0.0 0.8
-0.1 -0.4 0.8
0.0 0.1 0.0
0.2 0.0 0.0
0.0 -0.1 0.1
0.0 0.0 -0.1
-0.1 0.1 -0.1
0.1 0.1 -0.1
-0.1 0.1 0.1
0.0 0.1 0.0
0.0 0.0 0.0
0.0 -0.2 0.0
0.0 -0.2 0.0
0.1 -0.1 0.0
0.0 0.1 0.0
-0.1 0.1 0.0
0.2 0.0 0.2
-0.1 0.0 0.2
-0.1 0.0 0.1
-0.1 0.0 -0.1
0.1 0.1 -0.1
0.0 0.1 0.0
0.0 -0.1 0.1
0.1 -0.1 0.0
0.1 0.0 0.2
0.1 0.0 -0.1
0.0 0.0 0.0
-0.1 0.1 0.0
-0.2 0.0 0.0
0.0 -0.7 0.0
0.2 0.0 0.0
0.1 0.0 0.0
0.0 0.1 0.0
-0.2 0.1 0.0
0.0 -0.1 0.0
0.0 -0.1 0.0
0.1 0.1 0.0
0.0 0.3 0.0
0.1 -0.5 -0.1
0.1 0.2 -0.1
0.0 0.2 -0.1
-0.1 0.1 0.1
0.0 0.0 0.0
-0.1 0.1 0.0
0.1 0.0 0.0
0.0 0.0 0.0
0.0 0.1 0.0
0.0 0.0 -0.1
-0.1 0.1 0.0
0.0 0.0 -0.1

These are the Mulliken partial charges, in e, on atoms 1 to 6: number 1, Ir, carries -0.39; number 2, I, carries 0.11; number 3, C, carries -0.22; number 4, C, carries -0.80; number 5, C, carries -0.19; number 6, C, carries -0.25

***

# 2
Computed, not measured: a 2-piece molecular cluster, C3H4FNS overall at a distorted geometry, with ωB97M-V/def2-TZVPD.

Its HOMO-LUMO gap (spin up / spin down) is 0.20959 / 0.27048 Ha. As for the spin multiplicity: 3. The total charge is 0. As for the HOMO energy (spin up / spin down): -4.83 / -9.99 eV. Its expectation value of S² is 2.02. The energy above the lowest of the compared OMol25 structures with the same formula, charge and spin comes out at 325.6 kJ/mol.

CARTESIAN COORDINATES (ANGSTROEM)
C 0.404 1.335 -1.911
C -0.788 1.090 -1.721
C 1.255 -0.151 2.110
N 0.582 0.475 1.279
F 1.093 1.842 1.130
S -2.444 0.998 -1.603
H 1.406 1.344 -1.641
H -2.861 2.307 -2.039
H 2.016 0.351 2.738
H 1.078 -1.178 2.185

Cartesian forces, eV/Å:
2.3 2.1 -0.9
-6.8 -2.4 1.2
1.7 1.7 1.3
-0.3 1.4 -1.7
-0.5 -1.3 0.7
3.8 0.2 -0.2
1.3 -0.5 0.1
-0.6 0.6 -0.3
-0.3 -0.4 -0.5
-0.6 -1.4 0.3

These are the Mulliken partial charges, in e, on atoms 1 to 6: number 1, C, carries -0.16; number 2, C, carries -0.13; number 3, C, carries -0.27; number 4, N, carries -0.09; number 5, F, carries -0.21; number 6, S, carries -0.14

***

# 3
Computed, not measured: C53H64BN8O6S3TeW as an isolated structure at a distorted geometry, with ωB97M-V/def2-TZVPD.

Its HOMO-LUMO gap (spin up / spin down) is 0.17396 / 0.16825 Ha. As for the spin multiplicity: 2. The total charge is 0. As for the HOMO energy (spin up / spin down): -5.31 / -5.31 eV. Its expectation value of S² is 0.76. The energy above the lowest of the compared OMol25 structures with the same formula, charge and spin comes out at 1050.0 kJ/mol.

CARTESIAN COORDINATES (ANGSTROEM)
W -2.131 0.836 -0.843
O -1.127 3.598 3.948
C -1.208 3.183 2.651
C -0.063 2.937 1.886
C -0.166 2.722 0.526
N -1.413 2.539 -0.072
C -2.555 2.711 0.735
C -2.448 3.051 2.076
C -3.896 2.444 0.147
O -4.925 2.608 0.761
O -3.794 1.912 -1.093
C 1.107 2.584 -0.186
O 2.147 2.233 0.362
O -0.558 0.512 -1.536
H -0.226 3.486 4.266
H 0.885 3.309 2.259
H -3.353 3.259 2.630
C 1.735 -6.131 -3.108
C 2.322 -5.420 -1.885
C 3.826 -5.760 -1.868
C 1.684 -6.013 -0.622
N 0.912 -3.220 -2.378
C 0.695 -3.341 -3.828
C 0.491 -2.132 -4.330
N 0.581 -1.124 -3.391
B 0.312 0.287 -4.114
N -1.008 0.225 -4.900
C -1.027 0.727 -6.186
C -2.304 0.787 -6.592
N -3.096 0.341 -5.547
C -2.293 -0.015 -4.510
S -2.753 -0.734 -3.021
C -4.592 0.409 -5.683
C -5.009 -0.683 -6.666
C -5.353 0.239 -4.372
C -4.936 1.799 -6.231
N 0.468 1.644 -3.309
C 1.419 1.772 -2.440
C 1.295 3.017 -1.676
N 0.169 3.635 -2.315
C -0.432 2.758 -3.161
S -1.990 2.801 -3.649
C -0.044 5.117 -2.241
C -1.512 5.511 -2.066
C 0.719 5.659 -1.030
C 0.526 5.717 -3.526
C 0.986 -1.721 -2.218
S 0.848 -1.229 -0.527
H 1.935 -7.199 -3.008
H 2.198 -5.796 -4.038
H 0.654 -6.022 -3.181
H 3.944 -6.837 -1.993
H 4.309 -5.494 -0.929
H 4.361 -5.269 -2.684
H 1.986 -7.059 -0.539
H 0.598 -5.972 -0.653
H 2.006 -5.499 0.284
H 0.619 -4.304 -4.284
H 0.257 -1.895 -5.355
H 1.189 0.337 -4.948
H -0.120 0.994 -6.699
H -2.710 1.102 -7.533
H -4.760 -1.666 -6.266
H -4.515 -0.565 -7.633
H -6.086 -0.638 -6.826
H -5.250 -0.756 -3.954
H -6.405 0.415 -4.603
H -5.039 0.957 -3.615
H -4.574 1.961 -7.246
H -4.523 2.575 -5.585
H -6.019 1.907 -6.249
H 2.171 1.014 -2.277
H 2.205 3.620 -1.674
H -1.965 4.971 -1.234
H -2.102 5.324 -2.953
H -1.541 6.581 -1.848
H 0.416 5.159 -0.110
H 0.482 6.717 -0.929
H 1.802 5.580 -1.139
H -0.033 5.362 -4.393
H 1.577 5.445 -3.649
H 0.455 6.805 -3.493
C 6.377 -0.741 6.489
C 5.141 -0.548 5.653
C 4.955 0.596 4.895
C 3.812 0.793 4.120
C 3.697 2.094 3.366
C 2.819 -0.198 4.102
Te 1.035 0.081 2.958
N -1.358 0.141 0.958
C -1.586 -0.991 0.390
O -2.745 -1.020 -0.337
C -0.587 -2.004 0.048
C 2.144 -2.298 0.037
C 2.697 -3.279 -0.649
C 2.250 -3.856 -1.956
C -0.299 -3.781 -1.689
C -0.945 -3.159 -0.688
C -0.271 -0.147 4.619
C -1.285 -1.116 4.599
C -1.452 -2.155 3.523
C -2.193 -1.162 5.657
C -2.121 -0.293 6.732
C -3.143 -0.328 7.834
C -1.084 0.629 6.751
C -0.160 0.719 5.718
C 0.954 1.719 5.873
C 3.007 -1.380 4.837
C 2.001 -2.499 4.852
C 4.157 -1.527 5.605
H 7.006 0.149 6.473
H 6.971 -1.580 6.124
H 6.118 -0.953 7.528
H 5.717 1.369 4.903
H 4.690 2.486 3.141
H 3.188 2.847 3.976
H 3.157 1.993 2.429
H 2.503 -2.001 1.015
H 3.558 -3.766 -0.211
H 2.931 -3.543 -2.755
H -0.703 -4.629 -2.213
H -1.905 -3.599 -0.432
H -0.626 -2.169 2.816
H -2.364 -1.972 2.949
H -1.539 -3.144 3.979
H -2.980 -1.909 5.629
H -3.636 -1.299 7.886
H -3.914 0.427 7.666
H -2.687 -0.122 8.803
H -0.992 1.309 7.592
H 1.824 1.264 6.351
H 0.630 2.559 6.490
H 1.304 2.087 4.907
H 1.510 -2.612 3.884
H 1.213 -2.310 5.587
H 2.485 -3.441 5.111
H 4.291 -2.440 6.178

Cartesian forces, eV/Å:
0.0 -1.1 1.2
-0.1 0.0 0.0
0.0 -0.2 0.1
-0.2 1.6 -0.4
0.2 -0.7 -0.2
-0.3 -0.1 0.2
0.2 0.2 0.0
0.0 0.1 0.0
0.2 0.3 -0.3
-0.2 0.1 -0.2
-0.1 0.1 0.2
-0.2 0.2 0.2
0.1 0.0 0.0
0.2 0.4 -0.4
0.1 -0.1 0.0
0.2 -0.6 0.1
0.0 -0.1 0.0
0.0 0.0 0.0
0.0 0.0 0.0
0.0 0.0 0.0
0.0 0.0 0.0
0.0 0.0 0.0
0.0 0.0 0.0
0.0 0.0 0.0
-0.2 0.0 0.1
0.1 0.1 0.0
0.0 0.0 0.0
0.0 0.0 0.0
0.0 0.0 0.0
0.0 0.0 0.0
0.0 0.0 0.0
0.0 0.2 -0.1
0.0 0.0 0.0
0.0 0.0 0.0
0.0 0.0 0.0
0.0 0.0 0.0
-0.1 0.0 -0.1
0.1 0.1 0.1
0.0 0.0 0.0
0.0 0.0 -0.1
0.1 0.0 0.2
0.0 0.1 -0.4
-0.1 0.0 0.0
0.0 0.0 0.1
0.1 0.0 0.0
-0.1 0.0 0.0
0.2 0.0 -0.1
-0.1 -0.1 0.0
0.0 0.0 0.0
0.0 0.0 0.0
0.0 0.0 0.0
0.0 0.0 0.0
0.0 0.0 0.0
0.0 0.0 0.0
0.0 0.0 0.0
0.0 0.0 0.0
0.0 0.0 0.0
0.0 0.0 0.0
0.0 0.0 0.0
0.0 0.0 0.0
0.0 0.0 0.0
0.0 0.0 0.0
0.0 0.0 0.0
0.0 0.0 0.0
0.0 0.0 0.0
0.0 0.0 0.0
0.0 0.0 0.0
0.0 0.0 0.0
0.0 0.0 0.0
0.0 0.0 0.0
0.0 0.0 0.0
0.0 0.0 0.0
0.0 -0.1 -0.1
0.0 0.0 0.0
0.0 0.0 0.0
0.0 0.0 0.0
0.0 0.0 0.0
0.0 0.0 0.0
0.0 0.0 0.0
0.0 0.0 0.0
0.0 0.0 0.0
0.0 0.0 0.0
0.0 0.0 0.0
0.0 0.0 0.0
0.0 0.0 0.0
0.0 0.0 0.0
0.1 -0.1 0.0
0.1 0.0 0.0
0.2 -0.1 0.1
0.2 0.0 -0.3
-0.2 -0.1 0.0
-0.1 -0.1 0.0
0.0 0.1 0.1
0.1 0.1 0.0
0.0 0.0 0.0
0.0 0.0 0.0
0.0 0.0 0.0
0.0 0.0 -0.1
-0.1 -0.1 -0.1
0.0 0.0 0.1
0.0 0.1 0.0
0.0 0.0 0.0
0.0 0.0 0.0
0.0 0.0 0.0
0.0 0.0 0.0
0.0 0.0 0.0
0.0 0.0 0.0
0.0 0.0 0.0
0.0 0.0 0.0
0.0 0.0 0.0
0.0 0.0 0.0
0.0 0.0 0.0
0.0 0.0 0.0
0.0 0.0 0.0
0.0 0.0 0.0
-0.1 0.0 0.0
-0.1 0.0 -0.1
0.0 0.0 0.0
0.0 0.0 0.0
0.0 0.0 0.0
0.0 0.0 0.0
0.0 0.0 0.0
0.0 0.0 0.0
0.0 0.0 0.0
0.0 0.0 0.0
0.0 0.0 0.0
0.0 0.0 0.0
0.0 0.0 0.0
0.0 0.0 0.0
0.0 0.0 0.0
0.0 0.0 0.0
0.0 0.0 0.0
0.0 0.0 0.0
0.0 0.0 0.0
0.0 0.0 0.0
0.0 0.0 0.0
0.0 0.0 0.0

These are the Mulliken partial charges, in e, on atoms 1 to 6: number 1, W, carries 0.37; number 2, O, carries -0.75; number 3, C, carries 0.79; number 4, C, carries -0.33; number 5, C, carries -0.16; number 6, N, carries 1.00

***

# 4
Computed, not measured: C33H32IN4O4S2SnTe as an isolated structure at a distorted geometry, with ωB97M-V/def2-TZVPD.

Its HOMO-LUMO gap is 0.22361 Ha. As for the spin multiplicity: 1. The total charge is -1. As for the HOMO energy: -4.42 eV. The energy above the lowest of the compared OMol25 structures with the same formula, charge and spin comes out at 0.0 kJ/mol.

CARTESIAN COORDINATES (ANGSTROEM)
Sn -0.802 -1.202 1.315
C -4.034 0.253 3.660
C -4.662 -0.228 2.387
N -5.813 0.284 1.990
C -6.332 -0.113 0.822
C -5.711 -1.014 -0.018
C -6.302 -1.407 -1.344
O -7.019 -2.646 -1.283
C -4.491 -1.566 0.387
C -3.704 -2.544 -0.374
N -2.493 -2.276 -0.605
C -1.506 -3.226 -0.897
C -1.571 -4.201 -1.886
C -0.495 -5.070 -2.035
C 0.581 -4.993 -1.163
C 0.603 -4.027 -0.161
C -0.411 -3.084 -0.028
I 0.303 -2.452 3.489
C -3.934 -1.198 1.636
O -2.837 -1.713 2.123
H -4.594 1.084 4.083
H -3.006 0.555 3.450
H -3.971 -0.568 4.377
H -7.280 0.337 0.544
H -5.500 -1.479 -2.089
H -7.024 -0.664 -1.683
H -6.474 -3.268 -0.791
H -4.124 -3.548 -0.550
H -2.437 -4.273 -2.537
H -0.512 -5.824 -2.814
H 1.419 -5.673 -1.276
H 1.443 -4.006 0.529
O -0.469 3.768 -1.884
C -0.761 4.081 -0.605
C -1.582 5.185 -0.383
C -1.914 5.565 0.902
C -1.422 4.862 1.995
C -0.596 3.775 1.783
C -0.256 3.367 0.495
C 0.599 2.155 0.374
O 1.228 1.716 1.348
N 0.589 1.592 -0.851
N 1.215 0.386 -1.043
C 0.862 -0.256 -2.123
S -0.435 0.365 -3.089
C -0.506 -1.119 -4.151
C 0.894 -1.657 -4.301
S 1.660 -1.709 -2.621
H -0.005 2.899 -1.865
H -1.960 5.721 -1.245
H -2.566 6.417 1.055
H -1.684 5.161 3.002
H -0.187 3.213 2.612
H -0.945 -0.814 -5.101
H -1.156 -1.838 -3.655
H 1.509 -1.010 -4.926
H 0.909 -2.679 -4.678
C 7.914 2.014 1.505
C 6.517 1.532 1.225
C 5.667 1.148 2.250
C 4.407 0.607 2.000
C 3.523 0.212 3.150
C 4.000 0.450 0.672
Te 2.328 -0.808 0.268
C 4.810 0.912 -0.380
C 4.353 0.848 -1.811
C 6.057 1.442 -0.084
H 8.086 2.121 2.575
H 8.100 2.975 1.023
H 8.643 1.302 1.112
H 5.999 1.248 3.277
H 3.820 0.740 4.056
H 3.577 -0.861 3.352
H 2.485 0.451 2.924
H 4.113 -0.179 -2.091
H 5.118 1.229 -2.487
H 3.451 1.449 -1.941
H 6.696 1.771 -0.897

Cartesian forces, eV/Å:
-1.1 -0.2 -0.6
0.0 -0.1 -0.1
0.1 0.0 -0.1
0.0 0.0 0.1
0.0 0.0 -0.1
0.0 -0.1 -0.1
0.0 0.0 0.2
0.0 0.0 -0.1
0.0 0.4 0.4
0.0 -0.3 -0.1
-0.2 0.3 0.0
0.4 0.0 0.1
0.0 0.1 -0.1
-0.1 -0.1 0.0
0.1 0.0 0.0
0.1 0.1 0.2
-0.2 0.1 0.1
0.4 -0.4 0.7
-0.2 0.0 -0.3
0.4 0.1 -0.1
-0.1 0.0 0.0
0.0 0.0 0.1
0.0 0.0 0.0
0.0 0.0 -0.1
-0.1 0.0 0.0
0.0 0.0 0.0
0.0 0.0 0.1
0.1 0.0 -0.1
0.0 0.0 0.0
0.0 0.0 0.0
0.0 0.0 0.0
0.0 0.0 0.0
-0.1 0.0 -0.1
0.1 0.0 0.2
0.0 0.0 -0.1
0.0 0.0 0.0
0.0 0.0 0.1
0.0 0.1 -0.1
-0.1 0.1 -0.1
0.7 -0.8 0.4
-0.2 0.2 -0.2
-0.4 0.1 -0.5
-0.1 0.1 -0.1
0.1 0.4 0.4
0.1 -0.1 -0.1
-0.1 0.2 0.2
0.3 0.0 0.4
-0.3 -0.4 -0.9
0.0 0.0 0.1
0.0 0.0 0.0
0.0 0.0 0.0
0.0 0.0 0.0
0.0 0.0 0.0
0.0 0.0 0.0
0.0 -0.1 0.0
0.0 0.0 -0.1
0.0 0.0 0.0
-0.1 0.0 0.0
0.0 0.0 0.0
0.1 0.0 0.0
-0.3 0.0 0.0
0.0 0.0 0.0
0.1 -0.2 -0.3
0.8 0.5 0.6
0.0 -0.1 0.0
0.0 0.0 0.1
-0.1 0.0 0.1
0.0 0.0 0.0
0.0 0.0 0.0
0.0 0.0 0.0
0.0 0.0 0.0
0.0 0.0 0.0
0.0 0.0 0.0
0.0 0.0 0.1
0.0 0.0 -0.1
0.0 0.0 0.0
0.0 0.0 -0.1
0.0 0.0 0.0

These are the Mulliken partial charges, in e, on atoms 1 to 6: number 1, Sn, carries 0.86; number 2, C, carries -1.00; number 3, C, carries 0.40; number 4, N, carries -0.69; number 5, C, carries -0.75; number 6, C, carries 0.70